No. 1
Here is an isolated ion of composition C7H15N2O5S2 and charge -1 from the Open Molecules 2025 dataset. Energies are from ωB97M-V with the def2-TZVPD basis set.

Positions of all 31 atoms, in Å:
H1 -1.25370 1.03721 2.04587
N1 -1.19466 0.28311 1.29890
C1 -2.06108 0.62460 0.28888
C2 -2.94244 2.02108 0.56250
C3 -2.37212 -0.16283 -1.08711
S1 -1.14558 -0.11298 -2.46412
O1 -2.05076 -0.11928 -3.77214
O2 -0.49853 -1.55458 -2.54703
N2 -0.10773 1.19894 -2.67780
S2 0.85558 1.81350 -1.43737
O3 0.15401 2.78430 -0.40365
O4 1.84829 2.82013 -2.16535
C4 1.98108 0.72176 -0.46065
C5 1.62904 -0.84645 -0.31119
C6 2.68748 -1.49275 0.80621
O5 2.26868 -1.17511 2.19169
C7 1.19967 -2.11057 2.60121
H2 -3.28501 2.06609 1.68986
H3 -3.91944 2.06813 -0.10913
H4 -2.33785 2.99594 0.33850
H5 -3.43594 0.21387 -1.47711
H6 -2.55535 -1.30918 -0.80572
H7 3.09538 0.79662 -0.88335
H8 2.05834 1.17603 0.64102
H9 0.51379 -1.13153 -0.11497
H10 1.92424 -1.38118 -1.33786
H11 3.74806 -0.96925 0.66152
H12 2.87741 -2.64213 0.63161
H13 0.40038 -1.49133 3.22785
H14 1.66727 -2.98221 3.22998
H15 0.68235 -2.58234 1.66049

Cartesian forces (eV/Å) of the 6 atoms listed first:
-0.023 -1.023 -1.319
-3.393 1.274 -3.781
1.277 1.526 3.493
-0.560 -0.174 -0.436
-1.957 -0.472 2.566
-0.438 -4.624 -7.155

HOMO ... -5.7 eV
ΔE to the lowest compared entry with this formula, charge and spin ... 624.3 kJ/mol
Total charge ... -1
2S+1 ... 1

Mulliken atomic charge list, values in e, 4 entries:
1. H 0.21
2. N -0.35
3. C 0.54
4. C -1.14

=====

No. 2
Here is an isolated ion of composition C7H15N2OS and charge +1 from the Open Molecules 2025 dataset. Energies are from ωB97M-V with the def2-TZVPD basis set.

Positions of all 26 atoms, in Å:
C1 -0.05351 3.28941 0.55197
N1 -0.63146 2.14991 1.23153
S1 -1.22813 0.87616 0.60136
C2 -2.01839 -0.17336 2.02650
O1 -2.14340 0.99198 -0.47839
C3 -0.14914 -0.64508 -0.01848
N2 0.40215 -0.65708 -1.19066
C4 -0.15707 0.00308 -2.37397
C5 1.38042 -1.66728 -1.39069
C6 1.71337 -2.09538 0.13798
C7 0.61088 -1.38668 0.95939
H1 -0.60466 3.66180 -0.43749
H2 -0.16489 4.11894 1.10504
H3 0.93847 3.12757 0.46050
H4 -2.73608 0.42435 2.36077
H5 -1.22582 -0.22515 2.76804
H6 -2.30281 -0.94257 1.47590
H7 0.75733 0.48962 -2.81305
H8 -0.65256 0.94777 -2.15611
H9 -0.56273 -0.71177 -3.10294
H10 2.23705 -1.29907 -2.00242
H11 1.18983 -2.59956 -1.86892
H12 2.57452 -1.57630 0.61746
H13 1.74994 -3.25061 0.29733
H14 1.04392 -0.73683 1.67467
H15 0.03275 -2.11390 1.56468

Cartesian forces (eV/Å) of the 6 atoms listed first:
-3.706 -1.124 -3.734
-0.643 -2.739 -0.187
-0.253 0.573 2.907
5.657 3.536 -0.764
-1.129 -0.003 -1.351
0.924 2.780 -0.135

HOMO ... -13.6 eV
ΔE to the lowest compared entry with this formula, charge and spin ... 433.3 kJ/mol
Total charge ... +1
2S+1 ... 1

Mulliken atomic charge list, values in e, 4 entries:
1. C -0.83
2. N -0.37
3. S 0.94
4. C -1.31

=====

No. 3
Here is an isolated ion of composition C7H15N2OS and charge +1 from the Open Molecules 2025 dataset. Energies are from ωB97M-V with the def2-TZVPD basis set.

Positions of all 26 atoms, in Å:
C1 0.09900 2.65735 -0.23636
C2 0.40297 1.28486 0.11427
C3 1.24917 1.00008 1.30275
C4 -0.02310 0.31568 -0.71795
N1 -0.15494 -1.08543 -0.39121
C5 0.62355 -2.02645 -1.18247
C6 -1.68044 -1.52474 -0.30614
C7 -2.21525 -1.01223 0.96394
S1 -3.95962 -0.41849 0.94718
N2 -3.66233 0.65951 -0.25115
O1 -4.47349 1.32706 -0.80689
H1 -0.84820 3.12351 0.07144
H2 0.34114 2.86866 -1.20839
H3 0.84988 3.15411 0.31384
H4 1.19692 1.77929 2.11632
H5 2.28491 0.92723 0.97509
H6 0.95278 -0.08428 1.54041
H7 -0.56724 0.58424 -1.60935
H8 0.26863 -1.17363 0.48524
H9 0.21153 -2.20411 -2.16066
H10 1.67324 -1.85673 -1.30837
H11 0.44107 -3.03049 -0.66191
H12 -1.67381 -2.63458 -0.54496
H13 -2.09457 -0.92376 -1.22435
H14 -2.34239 -1.77870 1.65558
H15 -1.42966 -0.26266 1.35115

Cartesian forces (eV/Å) of the 6 atoms listed first:
0.134 1.108 1.914
-0.690 -2.114 -0.702
-0.646 -1.293 0.427
-0.803 1.211 0.054
-0.495 0.016 -1.081
-0.861 -3.419 -0.139

HOMO ... -12.2 eV
ΔE to the lowest compared entry with this formula, charge and spin ... 396.7 kJ/mol
Total charge ... +1
2S+1 ... 1

Mulliken atomic charge list, values in e, 4 entries:
1. C -1.60
2. C 0.92
3. C -1.23
4. C -0.68

=====

No. 4
Here is the molecule C7H15N3 from the Open Molecules 2025 dataset. Energies are from ωB97M-V with the def2-TZVPD basis set.

Positions of all 25 atoms, in Å:
H1 -1.19940 -3.62895 -0.13047
N1 -0.76111 -2.81444 0.32728
N2 -0.77434 -1.85130 -0.43058
C1 -0.09730 -0.58659 0.23501
N3 1.16392 -0.39713 -0.38173
C2 2.21243 -0.64209 0.26642
C3 3.55748 -0.43242 -0.32712
C4 -1.04428 0.60537 0.00519
C5 -0.63235 1.72231 0.96668
C6 -2.48220 0.17744 0.31142
C7 -0.94353 1.07914 -1.44275
H2 -0.01784 -0.83180 1.31103
H3 2.19423 -1.02221 1.30224
H4 4.03944 -1.39550 -0.48406
H5 4.18367 0.13788 0.35833
H6 3.47028 0.08998 -1.27339
H7 0.40192 2.01277 0.79336
H8 -0.73083 1.38778 1.99879
H9 -1.26925 2.59172 0.82858
H10 -2.55818 -0.22254 1.32265
H11 -2.80720 -0.58913 -0.38970
H12 -3.15077 1.03129 0.22606
H13 -1.15348 0.25511 -2.11838
H14 0.05737 1.44504 -1.65113
H15 -1.65869 1.87824 -1.62373

Cartesian forces (eV/Å) of the 6 atoms listed first:
-0.049 0.271 -0.251
0.282 0.256 0.403
0.805 0.836 0.255
-1.352 -1.540 0.075
0.161 0.062 -0.533
0.126 -0.109 0.388

HOMO ... -8.8 eV
ΔE to the lowest compared entry with this formula, charge and spin ... 103.2 kJ/mol
2S+1 ... 1

Mulliken atomic charge list, values in e, 4 entries:
1. H 0.24
2. N -0.81
3. N 0.14
4. C -0.14

=====

No. 5
Here is an isolated ion of composition C7H15N3 and charge +2 from the Open Molecules 2025 dataset. Energies are from ωB97M-V with the def2-TZVPD basis set.

Positions of all 25 atoms, in Å:
C1 0.00002 0.64114 1.39704
C2 0.56645 -0.95276 -0.97099
C3 1.11948 0.45871 -0.80126
C4 -0.93489 -1.10687 -0.68538
C5 -0.44798 0.90601 2.70392
C6 2.63049 0.49671 -0.99938
C7 -1.83085 -0.17883 -1.53285
N1 -1.97837 -1.08504 1.49811
N2 0.84618 0.99654 0.54170
N3 -1.19301 -0.79329 0.66317
H1 0.74635 -1.26305 -2.00207
H2 1.12597 -1.63881 -0.32968
H3 0.65412 1.14794 -1.51722
H4 -1.24332 -2.14414 -0.88371
H5 0.33193 0.72191 3.45145
H6 -1.30392 0.25875 2.95521
H7 -0.77541 1.94625 2.81927
H8 3.14259 -0.15346 -0.29279
H9 3.01705 1.50833 -0.89622
H10 2.88393 0.16233 -2.00161
H11 -1.65985 0.87267 -1.31930
H12 -2.88355 -0.39618 -1.37093
H13 -1.60965 -0.36550 -2.58084
H14 -2.71812 -1.78642 1.37226
H15 1.51436 1.74705 0.78210

Cartesian forces (eV/Å) of the 6 atoms listed first:
-1.417 -2.098 -1.817
-0.145 0.071 0.378
0.194 -0.604 -1.248
-0.091 -0.582 -2.272
-0.204 0.420 1.161
0.008 -0.040 0.060

HOMO ... -19.8 eV
ΔE to the lowest compared entry with this formula, charge and spin ... 504.6 kJ/mol
Total charge ... +2
2S+1 ... 1

Mulliken atomic charge list, values in e, 4 entries:
1. C 0.76
2. C -1.02
3. C 0.27
4. C 0.06

=====

No. 6
Here is a 2-piece molecular cluster, C7H15N4 overall from the Open Molecules 2025 dataset. Energies are from ωB97M-V with the def2-TZVPD basis set.

Positions of all 26 atoms, in Å:
C1 1.89400 1.36740 0.15986
C2 -1.77971 0.62574 0.12243
C3 2.16975 2.73366 0.27011
C4 -1.71572 0.81884 1.62966
C5 -2.98044 1.26424 -0.57916
C6 0.96167 -1.92318 -1.73356
C7 1.03372 -3.00296 0.41680
N1 1.54514 0.26299 0.24683
N2 -0.86265 0.16591 -0.55017
N3 0.79578 -0.73394 0.28320
N4 1.10595 -1.81726 -0.38777
H1 2.05972 3.07424 1.26839
H2 1.44760 3.27227 -0.31917
H3 3.29033 2.97082 -0.07871
H4 -0.73888 0.57098 1.93854
H5 -2.42283 0.19264 2.21794
H6 -1.81540 1.87725 1.81852
H7 -3.90548 0.96299 0.03108
H8 -3.03188 0.76786 -1.58181
H9 -2.98875 2.39706 -0.46740
H10 0.70532 -2.92604 -2.14813
H11 0.26353 -1.15908 -2.21629
H12 1.99979 -1.89507 -2.25495
H13 0.90720 -2.71210 1.54527
H14 0.17549 -3.59820 0.02236
H15 1.88675 -3.55706 0.34613

Cartesian forces (eV/Å) of the 6 atoms listed first:
-0.808 -2.693 0.529
-1.080 1.486 1.952
3.169 1.690 -1.217
-0.529 -0.589 -0.193
-1.241 -0.686 0.720
1.491 0.218 -6.197

HOMO (spin up / spin down) ... -12.1 / -12.2 eV
ΔE to the lowest compared entry with this formula, charge and spin ... 708.7 kJ/mol
Total charge ... +1
2S+1 ... 1

Mulliken atomic charge list, values in e, 4 entries:
1. C 0.56
2. C 0.74
3. C -1.05
4. C -1.11

=====

No. 7
Here is a 2-piece molecular cluster, C7H15N4 overall from the Open Molecules 2025 dataset. Energies are from ωB97M-V with the def2-TZVPD basis set.

Positions of all 26 atoms, in Å:
C1 -0.19869 2.54041 -2.48908
C2 1.51449 1.89950 -1.45001
C3 -0.17824 -1.28534 -0.76605
C4 2.20723 -0.66829 -0.32609
C5 -1.40789 0.41669 1.61498
C6 -0.86052 -1.76878 2.49663
C7 0.84166 -0.42116 -0.88444
N1 0.98252 2.93293 -2.08538
N2 -0.42132 1.26752 -2.11146
N3 0.67435 0.85086 -1.44309
N4 -1.36144 -1.01080 1.35583
H1 -0.89699 3.13870 -3.03877
H2 2.48853 1.91532 -1.00880
H3 0.00825 -2.26358 -0.37471
H4 -1.48313 -1.63988 3.39327
H5 -1.15425 -1.13429 -1.19085
H6 2.40718 -0.02534 0.53118
H7 2.97615 -0.48960 -1.07596
H8 2.28423 -1.69814 0.00363
H9 -0.38617 0.80573 1.64818
H10 -1.95514 0.91872 0.81585
H11 -1.89312 0.65751 2.56924
H12 -0.83028 -2.82563 2.24168
H13 0.14974 -1.42808 2.72638
H14 -1.21325 0.66277 -2.28486
H15 -2.29390 -1.34775 1.13268

Cartesian forces (eV/Å) of the 6 atoms listed first:
-0.009 -0.523 0.223
-0.559 -0.331 -0.145
0.799 0.655 -0.676
-0.031 0.190 -0.096
-0.039 -0.059 0.091
-0.061 0.106 0.010

HOMO (spin up / spin down) ... -11.9 / -11.9 eV
ΔE to the lowest compared entry with this formula, charge and spin ... 170.7 kJ/mol
Total charge ... +1
2S+1 ... 1

Mulliken atomic charge list, values in e, 4 entries:
1. C -0.05
2. C -0.02
3. C -0.95
4. C -1.83

=====

No. 8
Here is an isolated ion of composition C7H15N4S and charge +1 from the Open Molecules 2025 dataset. Energies are from ωB97M-V with the def2-TZVPD basis set.

Positions of all 27 atoms, in Å:
C1 -3.05738 -0.11144 -0.39645
C2 2.60780 -1.35494 -1.39839
C3 1.96645 -1.58416 1.02652
C4 2.89440 0.65314 0.22021
C5 -1.00760 2.77664 -0.81368
C6 -4.83870 -0.85727 1.58864
C7 2.08207 -0.57905 -0.10485
N1 -2.15238 0.66910 -0.64083
N2 0.33180 0.91486 -0.41108
N3 -1.00242 1.30276 -0.53186
N4 0.71092 -0.23533 -0.42833
S1 -4.40359 -0.99270 -0.28631
H1 2.38231 -0.75027 -2.25630
H2 3.69941 -1.63392 -1.22565
H3 2.26380 -2.45056 -1.33469
H4 2.91869 -2.05602 1.25622
H5 1.60909 -1.08828 1.89444
H6 1.43149 -2.47504 0.68854
H7 2.29519 1.37994 0.76894
H8 3.91751 0.50345 0.54186
H9 3.13577 1.24404 -0.77953
H10 -1.25719 3.00226 -1.92808
H11 -1.82216 3.20039 -0.32606
H12 -0.02766 3.14412 -0.53870
H13 -5.05824 0.24049 1.69752
H14 -4.00338 -1.27016 2.18597
H15 -5.61600 -1.59204 1.53190

Cartesian forces (eV/Å) of the 6 atoms listed first:
4.222 3.488 -1.118
0.988 -1.923 2.813
0.750 -0.815 -0.723
0.630 1.848 -3.015
-0.295 -0.977 -3.015
1.420 0.749 -1.549

HOMO ... -12.9 eV
ΔE to the lowest compared entry with this formula, charge and spin ... 347.3 kJ/mol
Total charge ... +1
2S+1 ... 1

Mulliken atomic charge list, values in e, 4 entries:
1. C 0.41
2. C -1.33
3. C -1.60
4. C -1.44

=====

No. 9
Here is a 2-piece molecular cluster, C7H15N5 overall from the Open Molecules 2025 dataset. Energies are from ωB97M-V with the def2-TZVPD basis set.

Positions of all 27 atoms, in Å:
C1 0.28886 2.72860 0.57124
C2 -0.68891 1.59738 0.46206
C3 -2.07498 2.00348 0.03509
N1 -0.27452 0.43306 0.70725
C4 -1.08251 -0.75465 0.60402
C5 -0.39741 -1.85660 1.41667
C6 -1.21349 -1.18732 -0.85897
H1 0.49590 3.11680 -0.42558
H2 -0.12209 3.53685 1.17250
H3 1.22260 2.39690 1.01418
H4 -2.83022 1.36255 0.48642
H5 -2.16109 1.91633 -1.04714
H6 -2.27206 3.03646 0.30960
H7 -2.09174 -0.59125 1.01860
H8 0.52850 -2.15224 0.92977
H9 -0.18230 -1.50516 2.42375
H10 -1.04001 -2.72994 1.48425
H11 -1.79274 -0.46233 -1.42347
H12 -1.71063 -2.15250 -0.91592
H13 -0.22420 -1.25943 -1.30320
C7 3.46467 0.85472 0.65006
N2 3.57338 1.42922 -0.51851
N3 2.66677 0.84990 -1.30150
N4 2.02041 -0.03916 -0.67565
N5 2.49277 -0.08246 0.56609
H14 4.04526 1.06695 1.52103
H15 2.04952 -0.65248 1.26910

Cartesian forces (eV/Å) of the 6 atoms listed first:
0.087 -0.029 -0.001
-0.075 0.289 0.092
-0.037 -0.294 0.031
0.122 0.061 0.500
-0.321 -0.309 -0.095
-0.372 0.269 -0.063

HOMO ... -9.1 eV
ΔE to the lowest compared entry with this formula, charge and spin ... 0.0 kJ/mol
2S+1 ... 1

Mulliken atomic charge list, values in e, 4 entries:
1. C -1.37
2. C 1.16
3. C -1.46
4. N -0.21

=====

No. 10
Here is a 2-piece molecular cluster, C7H15NO overall from the Open Molecules 2025 dataset. Energies are from ωB97M-V with the def2-TZVPD basis set.

Positions of all 24 atoms, in Å:
C1 -1.19444 -1.08105 1.31590
C2 0.12540 -0.35792 1.26651
C3 1.34378 -1.22712 1.41335
C4 0.21147 0.97496 1.43418
N1 -0.84756 1.84853 1.56721
H1 -1.56966 -1.15707 2.33793
H2 -1.94379 -0.55736 0.72287
H3 -1.08306 -2.09074 0.92516
H4 1.41816 -1.92471 0.57638
H5 2.25388 -0.63192 1.44595
H6 1.28746 -1.82513 2.32418
H7 1.18359 1.45010 1.48031
H8 -1.73144 1.47653 1.24752
H9 -0.68000 2.76631 1.18092
C5 -0.54219 -0.84152 -2.10965
C6 -0.34960 0.56094 -1.58605
C7 1.02754 1.12714 -1.84285
O1 -1.28637 1.26521 -1.25443
H10 -0.42160 -0.84446 -3.19180
H11 -1.53590 -1.20610 -1.86402
H12 0.21427 -1.49963 -1.68796
H13 1.74333 0.62341 -1.19556
H14 1.32217 0.95857 -2.87593
H15 1.05458 2.19305 -1.63010

Cartesian forces (eV/Å) of the 6 atoms listed first:
0.155 0.302 -0.254
0.113 0.281 0.956
-0.118 0.197 -0.368
0.141 -0.616 -0.346
-0.244 0.140 0.083
-0.023 -0.025 0.093

HOMO ... -7.7 eV
ΔE to the lowest compared entry with this formula, charge and spin ... 114.1 kJ/mol
2S+1 ... 1

Mulliken atomic charge list, values in e, 4 entries:
1. C -1.61
2. C 1.06
3. C -1.48
4. C -0.54